# 1
19
Properties=species:S:1:pos:R:3 method="wB97M-V/def2-TZVPD" homo_lumo_gap_ev=9.28 lumo_energy_ha=0.02843 e_homo_ev=-8.51 smiles="CC(=O)Nc1ccccc1"
O 3.241 -0.843 -0.016
N 1.061 -0.737 0.016
C -0.241 -0.349 0.017
C -1.224 -1.236 -0.015
C -3.056 0.260 -0.011
C 2.260 -0.102 0.003
C -2.574 -0.991 -0.019
C 2.400 1.350 -0.024
C -0.706 1.102 -0.024
C -2.078 1.298 0.039
H 1.825 1.867 0.953
H -3.324 -1.775 0.179
H -2.436 2.366 0.036
H 1.889 1.661 -0.793
H -3.865 0.496 -0.083
H 3.543 1.530 0.074
H -0.827 -2.414 -0.107
H 0.003 2.095 -0.195
H 1.159 -1.912 0.158

# 2
11
Properties=species:S:1:pos:R:3 method="wB97M-V/def2-TZVPD" homo_lumo_gap_ev=9.42 lumo_energy_ha=0.01937 e_homo_ev=-8.90 smiles="O=C=CO.C=C=O"
O 1.595 -1.692 1.539
O 1.349 0.940 -0.637
O -0.921 -2.093 -0.162
C -1.275 -1.026 -0.457
C 1.505 -0.596 1.143
C -1.649 0.191 -0.803
C 1.368 0.650 0.714
H -1.829 0.921 -0.024
H 0.421 0.867 -0.927
H 1.368 1.453 1.445
H -1.930 0.386 -1.830

# 3
15
Properties=species:S:1:pos:R:3 method="wB97M-V/def2-TZVPD" homo_lumo_gap_ev=9.41 lumo_energy_ha=0.02849 e_homo_ev=-8.64
O -0.244 2.698 -0.420
O 0.714 -3.473 0.128
O -0.325 -0.911 0.106
N 1.638 -2.312 0.343
C -0.053 1.232 -0.446
C -0.981 0.279 -0.072
C 0.939 -1.160 0.273
C -1.439 3.391 0.103
H -1.223 4.446 0.004
H 0.807 0.939 -0.904
H 1.639 -0.362 0.384
H -2.119 0.267 0.303
H -1.437 2.872 1.105
H -2.534 3.278 -0.697
H 1.446 -4.221 -0.261

# 4
9
Properties=species:S:1:pos:R:3 method="wB97M-V/def2-TZVPD" total_charge=-1 homo_lumo_gap_ev=8.79 lumo_energy_ha=0.16224 e_homo_ev=-4.37
O 0.873 -0.396 0.318
O -1.434 -0.704 -0.646
O 2.845 -0.274 -0.710
N -1.826 0.610 -0.203
C 2.066 -0.015 0.186
H -2.799 0.682 -0.437
H -1.979 0.538 0.824
H -0.389 -0.860 -0.485
H 2.642 0.419 1.154

# 5
13
Properties=species:S:1:pos:R:3 method="wB97M-V/def2-TZVPD" total_charge=+2 homo_lumo_gap_ev="5.00 / 5.00" lumo_energy_ha="-0.46885 / -0.46891" e_homo_ev="-17.76 / -17.76"
O -1.092 0.347 1.625
O 0.754 0.086 -0.502
O 2.692 0.717 -0.523
C -1.567 -0.129 -0.501
C -0.374 -0.761 -0.312
C 1.973 -0.384 -0.716
Be 1.006 1.609 -0.017
H 3.618 0.647 -0.801
H -0.151 -1.823 -0.368
H -2.457 -0.727 -0.304
H -2.022 0.353 1.872
H -0.696 -0.685 1.684
H -1.686 0.750 -1.136

It is found that the E values, taken in the order of the records, are -11975.702; -10352.432; -11887.185; -8733.874; -9726.116 eV.
It is found that the M values, taken in the order of the records, are 135.2; 100.1; 117.1; 78.0; 99.1 g mol⁻¹.